{"formula": "C63H118O9S3", "method": "ωB97M-V with the def2-TZVPD basis set", "de_lowest_kcal_mol": 104.44, "e_tot_ha": -4342.744708, "charge": 0, "smiles": "CCOS(C)(=O)=O.CCOS(C)(=O)=O.CCOS(C)(=O)=O.c1ccccc1.c1ccccc1.c1ccccc1.c1ccccc1.CCCCCC.CCCCCC.CCCCCC.CCCCCC.CCCCCC", "species": ["O", "S", "O", "O", "C", "C", "C", "H", "H", "H", "H", "H", "H", "H", "H", "O", "S", "O", "O", "C", "C", "C", "H", "H", "H", "H", "H", "H", "H", "H", "O", "S", "O", "O", "C", "C", "C", "H", "H", "H", "H", "H", "H", "H", "H", "C", "C", "C", "C", "C", "C", "H", "H", "H", "H", "H", "H", "C", "C", "C", "C", "C", "C", "H", "H", "H", "H", "H", "H", "C", "C", "C", "C", "C", "C", "H", "H", "H", "H", "H", "H", "C", "C", "C", "C", "C", "C", "H", "H", "H", "H", "H", "H", "C", "C", "C", "C", "C", "C", "H", "H", "H", "H", "H", "H", "H", "H", "H", "H", "H", "H", "H", "H", "C", "C", "C", "C", "C", "C", "H", "H", "H", "H", "H", "H", "H", "H", "H", "H", "H", "H", "H", "H", "C", "C", "C", "C", "C", "C", "H", "H", "H", "H", "H", "H", "H", "H", "H", "H", "H", "H", "H", "H", "C", "C", "C", "C", "C", "C", "H", "H", "H", "H", "H", "H", "H", "H", "H", "H", "H", "H", "H", "H", "C", "C", "C", "C", "C", "C", "H", "H", "H", "H", "H", "H", "H", "H", "H", "H", "H", "H", "H", "H"], "positions_angstrom": [[-1.402, -1.777, 1.811], [-0.545, -1.307, 0.662], [-0.383, -2.083, -0.574], [-1.099, 0.056, 0.207], [-0.497, 0.713, -0.959], [-1.534, 0.824, -2.026], [1.258, -0.872, 1.267], [0.446, 0.312, -1.331], [-0.189, 1.700, -0.614], [-1.720, -0.205, -2.333], [-1.181, 1.486, -2.817], [-2.484, 1.289, -1.761], [1.991, -1.146, 0.508], [1.209, -1.579, 2.095], [1.274, 0.202, 1.452], [1.714, 2.629, 2.429], [1.858, 3.650, 3.408], [1.433, 3.473, 4.833], [3.361, 4.341, 3.354], [4.471, 3.456, 3.456], [5.510, 4.179, 4.194], [0.978, 5.029, 2.671], [4.934, 3.019, 2.571], [4.167, 2.586, 4.038], [6.341, 3.505, 4.399], [5.009, 4.447, 5.124], [5.967, 5.096, 3.821], [-0.081, 4.772, 2.635], [1.309, 5.186, 1.644], [1.006, 5.879, 3.353], [-1.163, -5.518, -1.669], [-1.289, -5.135, -3.084], [-1.282, -6.153, -4.108], [-2.571, -4.206, -3.281], [-3.175, -3.719, -2.087], [-4.168, -2.584, -2.366], [-0.008, -3.944, -3.498], [-2.622, -3.332, -1.231], [-3.666, -4.543, -1.569], [-4.587, -2.634, -3.371], [-3.714, -1.594, -2.354], [-5.008, -2.466, -1.681], [-0.184, -3.210, -2.712], [-0.045, -3.316, -4.388], [0.969, -4.362, -3.255], [1.543, -3.941, 1.115], [1.806, -3.998, 2.443], [3.138, -3.978, 2.792], [4.137, -3.660, 1.832], [3.793, -3.473, 0.474], [2.472, -3.675, 0.153], [0.509, -3.958, 0.805], [1.155, -4.308, 3.248], [3.420, -4.117, 3.826], [5.198, -3.605, 2.024], [4.527, -3.307, -0.301], [2.278, -3.619, -0.908], [-6.796, -0.004, -0.867], [-5.466, 0.367, -0.757], [-4.605, -0.379, 0.002], [-5.157, -1.413, 0.751], [-6.502, -1.758, 0.629], [-7.278, -1.037, -0.222], [-7.497, 0.448, -1.553], [-5.034, 1.156, -1.354], [-3.608, -0.053, 0.259], [-4.423, -1.923, 1.357], [-6.850, -2.567, 1.255], [-8.329, -1.231, -0.380], [0.635, 4.602, -1.018], [-0.167, 5.104, -2.051], [0.404, 5.757, -3.147], [1.739, 5.894, -3.223], [2.592, 5.439, -2.192], [1.994, 4.745, -1.096], [0.149, 4.012, -0.255], [-1.243, 5.015, -2.094], [-0.262, 6.169, -3.890], [2.160, 6.294, -4.133], [3.662, 5.582, -2.228], [2.651, 4.394, -0.313], [-2.457, -5.853, 4.023], [-2.782, -7.184, 3.886], [-2.918, -7.854, 2.610], [-2.756, -7.100, 1.428], [-2.645, -5.744, 1.613], [-2.478, -5.118, 2.857], [-2.310, -5.411, 4.997], [-2.844, -7.830, 4.749], [-2.911, -8.914, 2.406], [-2.806, -7.617, 0.481], [-2.686, -5.144, 0.716], [-2.488, -4.042, 2.947], [0.794, 0.283, 5.391], [0.728, -1.231, 5.481], [1.555, -1.892, 6.614], [0.981, -3.266, 6.839], [1.362, -4.072, 8.111], [2.707, -4.650, 8.163], [1.830, 0.620, 5.358], [0.286, 0.716, 6.252], [0.385, 0.753, 4.497], [-0.333, -1.344, 5.702], [0.897, -1.715, 4.519], [1.593, -1.185, 7.443], [2.526, -2.124, 6.177], [-0.092, -3.196, 7.017], [1.153, -3.891, 5.963], [1.329, -3.416, 8.981], [0.593, -4.829, 8.266], [3.382, -3.802, 8.046], [2.900, -5.298, 9.018], [2.844, -5.171, 7.216], [-2.444, 2.870, 1.409], [-2.863, 4.099, 0.466], [-4.421, 4.247, 0.229], [-5.230, 4.316, 1.495], [-4.798, 5.581, 2.322], [-5.832, 5.956, 3.371], [-3.043, 1.998, 1.147], [-2.379, 3.041, 2.484], [-1.442, 2.515, 1.168], [-2.451, 5.015, 0.887], [-2.343, 3.976, -0.484], [-4.758, 3.359, -0.305], [-4.804, 5.023, -0.433], [-6.290, 4.292, 1.245], [-5.095, 3.354, 1.989], [-3.803, 5.445, 2.746], [-4.606, 6.452, 1.696], [-5.545, 6.814, 3.979], [-6.804, 6.165, 2.924], [-5.802, 5.063, 3.995], [4.772, 1.827, -0.328], [4.937, 0.916, 0.875], [6.317, 0.785, 1.364], [6.540, -0.237, 2.461], [5.930, -0.029, 3.832], [4.544, -0.510, 4.072], [3.719, 2.044, -0.508], [5.152, 1.519, -1.302], [5.234, 2.808, -0.211], [4.217, 1.082, 1.677], [4.561, -0.010, 0.440], [6.673, 1.744, 1.742], [6.946, 0.658, 0.483], [6.252, -1.109, 1.873], [7.629, -0.239, 2.522], [6.624, -0.482, 4.540], [5.992, 1.040, 4.036], [3.835, 0.175, 3.608], [4.403, -1.520, 3.687], [4.240, -0.482, 5.118], [2.665, 1.877, -3.757], [3.757, 1.234, -4.556], [3.431, -0.001, -5.328], [2.488, 0.236, -6.515], [2.038, -1.151, -7.050], [0.984, -1.161, -8.206], [2.834, 2.836, -3.268], [2.473, 1.207, -2.919], [1.707, 1.942, -4.274], [3.895, 1.988, -5.331], [4.725, 1.123, -4.069], [2.896, -0.598, -4.589], [4.319, -0.547, -5.645], [1.659, 0.871, -6.204], [3.091, 0.734, -7.275], [2.829, -1.807, -7.414], [1.582, -1.735, -6.250], [1.481, -0.733, -9.077], [0.779, -2.207, -8.433], [0.093, -0.588, -7.950], [-0.952, 2.772, -6.178], [-2.319, 2.444, -5.670], [-2.850, 1.114, -6.204], [-3.568, 0.216, -5.184], [-4.309, -0.897, -5.898], [-3.308, -1.837, -6.569], [-1.001, 3.046, -7.232], [-0.247, 1.942, -6.134], [-0.499, 3.659, -5.734], [-2.159, 2.275, -4.606], [-3.014, 3.272, -5.524], [-2.016, 0.594, -6.676], [-3.624, 1.236, -6.961], [-2.816, -0.195, -4.511], [-4.298, 0.835, -4.662], [-5.054, -1.440, -5.316], [-4.986, -0.391, -6.587], [-3.740, -2.818, -6.766], [-2.932, -1.500, -7.535], [-2.488, -2.005, -5.871]], "forces_ev_per_a": [[2.43, 1.36, -3.37], [1.09, -2.02, 1.11], [-0.56, 0.22, 1.59], [-0.27, 1.30, -0.18], [-0.03, 1.58, 0.56], [-0.15, -0.27, -0.40], [-2.54, -0.59, -0.56], [-0.29, -0.91, 0.23], [-0.24, 0.11, 0.34], [-0.23, 0.18, -0.63], [0.36, -0.46, -0.32], [0.04, -0.16, 0.69], [-0.38, -0.19, 0.06], [0.88, 0.66, 0.35], [-0.09, -0.20, 0.55], [0.61, -1.46, -0.08], [-1.13, 2.51, 2.55], [1.47, 0.13, -3.72], [-1.87, -0.79, -0.81], [0.45, -1.08, -0.01], [0.85, 0.50, 1.89], [-0.37, 0.00, 0.87], [-0.94, 0.51, -0.92], [-0.02, -0.08, 0.24], [0.00, -0.09, 0.19], [0.52, 0.14, 0.40], [-0.47, -0.08, -0.71], [0.03, -0.51, 0.03], [0.31, 0.19, 0.35], [0.49, 0.16, -0.35], [-0.26, 0.80, -2.37], [1.34, -0.93, 0.11], [-0.51, 0.78, 0.87], [0.64, 0.01, 0.29], [-2.47, 0.68, 2.13], [-0.05, 0.40, -1.30], [-0.17, 0.78, 1.83], [1.63, -0.09, -0.78], [-0.40, -0.30, -0.55], [-0.14, -0.40, -0.07], [0.49, -0.07, 0.09], [0.19, -0.67, 0.20], [0.15, 0.16, 0.36], [-0.32, -1.00, -0.49], [-0.11, -0.24, -0.45], [-2.71, 0.38, -1.04], [1.59, -1.30, 1.14], [1.94, 1.10, -0.46], [-0.48, -0.10, -0.65], [-0.02, -0.75, 1.81], [1.13, 0.22, -1.17], [-0.16, -0.45, -0.16], [-0.78, 0.33, -0.38], [0.16, -0.07, 0.10], [0.01, -0.03, 0.71], [0.17, 0.15, 0.12], [-0.83, -0.02, 0.00], [1.08, 2.75, -2.54], [0.52, 0.48, -1.07], [-0.76, 0.26, 1.50], [0.47, -0.19, -0.23], [1.86, -0.91, 1.44], [-2.51, -2.18, 1.32], [0.31, 0.68, -0.13], [-0.29, 0.38, -0.07], [0.27, -0.14, -0.55], [-0.42, -0.46, 0.45], [-0.34, -0.11, -0.18], [-0.12, -0.46, 0.25], [-1.39, -0.29, -0.98], [0.29, 0.28, -0.32], [-2.00, -0.48, 0.96], [2.84, -0.08, 0.11], [-1.77, -0.65, 0.47], [1.72, 1.29, -0.97], [0.12, 0.09, 0.38], [-0.10, -0.21, 0.50], [0.09, -0.08, -0.26], [0.23, 0.34, 0.06], [0.02, -0.05, -0.10], [-0.03, -0.22, 0.15], [-0.75, -0.62, -0.48], [0.21, -2.63, -1.17], [1.26, 1.80, -0.02], [-0.62, -0.86, 2.27], [0.21, 1.38, -0.60], [-0.37, 0.25, -0.67], [-0.02, 0.07, 0.01], [-0.01, 0.04, 0.26], [-0.49, -0.30, 0.99], [0.07, 0.38, -0.22], [0.21, 0.39, -0.01], [0.41, 0.18, -0.39], [1.18, 0.38, -0.13], [-0.95, 0.46, 0.18], [-0.18, 0.00, -1.90], [-0.86, -0.91, 2.02], [-1.09, 0.96, 0.46], [1.17, -0.15, -1.60], [0.18, 0.21, 0.37], [0.20, 0.18, 0.03], [-0.44, -0.44, -0.10], [-0.17, -0.84, 0.00], [0.17, -0.07, -0.03], [0.16, -0.45, 0.33], [0.61, 0.79, 0.40], [-0.29, 0.25, -0.66], [-0.08, 0.00, -0.18], [-0.63, 0.34, 0.08], [-0.05, -0.11, -0.05], [0.59, -0.17, 0.64], [0.19, 0.23, -0.09], [0.31, -0.72, 0.10], [-0.01, 0.60, -1.41], [-0.46, -0.42, 0.77], [0.52, -1.10, -0.39], [0.66, 0.72, 0.44], [-0.41, -0.10, -0.59], [0.83, -0.56, 0.21], [-0.37, 0.05, 0.44], [-0.69, 0.21, -0.04], [0.27, 0.33, -0.24], [-0.06, 0.14, 0.07], [-0.19, -0.14, -0.12], [0.18, -0.43, -0.06], [0.94, 0.60, -0.08], [-0.14, 0.54, 0.01], [0.24, 0.21, 0.76], [-0.09, -0.44, 0.44], [-0.32, -0.10, -0.72], [0.09, 0.00, -0.03], [-0.03, -0.30, 0.12], [-0.93, 0.19, 0.50], [-0.50, 1.62, -0.08], [-1.54, -0.66, -1.35], [0.62, 1.40, 0.51], [0.75, -0.16, -1.94], [1.13, 0.32, 0.09], [-1.08, 0.05, -0.02], [-0.19, -0.07, 0.04], [0.26, -0.80, 0.25], [0.12, 0.24, 0.38], [-0.03, 0.62, -0.05], [0.27, -0.82, 0.39], [-0.12, 0.55, 0.11], [0.35, -0.64, 0.10], [-0.12, -1.00, 1.00], [0.10, -0.45, 0.44], [-0.07, -0.13, 0.16], [0.02, 0.25, 0.15], [-0.25, -0.25, -0.39], [-0.18, 0.04, -0.01], [0.33, -0.17, 0.19], [-0.92, -1.15, 1.74], [1.10, 2.19, -1.82], [-1.29, -0.48, 0.69], [0.92, -1.59, -0.12], [-1.52, 0.12, -0.50], [1.40, 0.27, 0.62], [0.50, 0.11, -0.48], [-0.35, -0.16, 0.42], [0.11, 0.08, -0.34], [0.87, 0.28, -0.31], [-0.22, 0.15, 0.49], [-0.06, -0.83, -0.11], [0.01, 0.07, 0.02], [-0.11, -0.13, -0.24], [-0.28, 0.31, -0.23], [0.60, 0.46, 0.19], [0.02, 0.15, 0.43], [-0.34, 0.16, -0.22], [-0.42, 0.13, -0.05], [-0.08, -0.16, -0.12], [0.39, 1.15, -1.44], [0.19, -0.93, 2.21], [-0.89, 0.14, -0.27], [0.19, 0.30, -0.06], [-0.19, 0.12, -0.52], [-0.56, -0.57, -0.08], [0.01, -0.12, -0.34], [-0.16, -0.08, 0.32], [-0.01, -0.10, 0.45], [0.12, -0.41, 0.47], [-0.21, 0.15, -1.17], [-0.04, -0.17, 0.00], [0.26, 0.43, -0.52], [-0.19, 0.01, 0.44], [0.13, 0.06, 0.43], [0.51, -0.15, 0.67], [0.16, -0.05, -0.66], [-0.11, -0.05, 0.04], [0.13, 0.30, 0.18], [0.23, -0.01, -0.13]], "lowdin_charge": [-0.31, 0.66, -0.33, -0.30, -0.24, -0.05, -0.02, 0.12, 0.10, 0.07, 0.07, 0.08, 0.05, 0.03, 0.05, -0.30, 0.65, -0.30, -0.24, -0.31, -0.07, -0.11, 0.10, 0.11, 0.08, 0.09, 0.09, 0.06, 0.05, 0.08, -0.30, 0.63, -0.29, -0.23, -0.27, -0.04, -0.11, 0.10, 0.11, 0.07, 0.05, 0.07, 0.03, 0.07, 0.07, -0.13, -0.10, -0.08, -0.07, -0.08, -0.12, 0.10, 0.11, 0.10, 0.09, 0.10, 0.11, -0.12, -0.09, -0.11, -0.08, -0.07, -0.14, 0.11, 0.09, 0.08, 0.10, 0.11, 0.11, -0.10, -0.07, -0.11, -0.11, -0.06, -0.10, 0.08, 0.09, 0.11, 0.10, 0.10, 0.09, -0.11, -0.09, -0.07, -0.09, -0.10, -0.09, 0.10, 0.09, 0.09, 0.10, 0.08, 0.09, -0.12, -0.26, -0.20, -0.22, -0.30, -0.13, 0.05, 0.08, 0.06, 0.10, 0.09, 0.12, 0.10, 0.10, 0.11, 0.11, 0.10, 0.07, 0.08, 0.07, -0.07, -0.20, -0.23, -0.22, -0.26, -0.12, 0.05, 0.07, 0.03, 0.08, 0.06, 0.08, 0.11, 0.11, 0.11, 0.09, 0.10, 0.07, 0.07, 0.07, -0.10, -0.29, -0.26, -0.20, -0.25, -0.10, 0.05, 0.07, 0.07, 0.08, 0.11, 0.11, 0.12, 0.10, 0.11, 0.11, 0.09, 0.05, 0.06, 0.07, -0.10, -0.29, -0.24, -0.19, -0.25, -0.10, 0.06, 0.06, 0.06, 0.10, 0.11, 0.11, 0.12, 0.08, 0.12, 0.10, 0.08, 0.06, 0.07, 0.05, -0.12, -0.26, -0.21, -0.23, -0.27, -0.10, 0.08, 0.05, 0.06, 0.07, 0.11, 0.09, 0.11, 0.09, 0.11, 0.09, 0.10, 0.07, 0.07, 0.07]}